C28H36BrN8OTl | ωB97M-V/def2-TZVPD

Summary:
- Strongest force on any atom: 3.5 eV/Å
- Frontier orbital gap (spin up / spin down): 4.06 / 4.03 eV
- Net charge: +2

Structure (XYZ):
```
75
C28H36BrN8OTl (ωB97M-V/def2-TZVPD)
Tl 0.069 1.231 0.591
O -0.949 -4.617 6.435
C -0.400 -4.370 5.232
C -0.844 -4.956 4.014
C -0.126 -4.660 2.884
N 0.915 -3.818 2.814
C 1.363 -3.315 3.944
Br 2.882 -2.137 4.011
C 0.692 -3.465 5.160
H -1.667 -5.244 6.366
H -1.688 -5.684 3.983
H -0.275 -5.163 1.928
H 0.950 -2.857 6.058
C 1.264 4.106 4.102
C 1.848 5.038 3.329
C 1.357 5.203 2.027
C 0.334 4.350 1.531
N -0.262 3.494 2.364
C 0.171 3.381 3.590
C 0.087 4.280 0.069
C 0.215 5.455 -0.760
C -0.098 5.343 -2.130
C -0.520 4.111 -2.672
C -0.651 2.956 -1.850
C -0.247 3.086 -0.568
H 1.654 3.791 5.135
H 2.636 5.681 3.626
H 1.843 5.926 1.319
H -0.343 2.704 4.239
H 0.629 6.357 -0.354
H -0.070 6.231 -2.758
H -0.862 4.003 -3.664
H -1.087 2.029 -2.252
C -3.203 -0.325 1.800
N -3.580 -0.453 0.401
C -4.955 -0.386 0.053
C -4.940 -0.372 -1.441
N -3.584 -0.523 -1.801
C -3.073 -0.276 -3.124
C -2.783 -0.622 -0.703
N -1.484 -0.611 -0.707
C -0.752 -1.467 -1.665
C 0.513 -2.027 -0.906
N 1.686 -1.237 -1.082
C 2.587 -1.213 -1.963
N 3.675 -0.398 -1.839
C 4.026 0.279 -0.588
C 4.448 -0.311 -3.113
C 3.724 -1.283 -4.076
N 2.681 -1.881 -3.177
C 1.859 -3.039 -3.678
H -4.116 -0.364 2.470
H -2.608 0.590 1.919
H -2.518 -1.083 2.122
H -5.426 0.553 0.471
H -5.546 -1.200 0.513
H -5.301 0.638 -1.787
H -5.607 -1.169 -1.823
H -3.523 0.614 -3.616
H -3.393 -1.090 -3.816
H -2.004 -0.170 -3.115
H -0.290 -0.915 -2.468
H -1.349 -2.277 -2.065
H 0.662 -3.132 -1.140
H 0.401 -2.091 0.165
H 3.612 1.339 -0.515
H 5.169 0.405 -0.538
H 3.693 -0.310 0.269
H 5.480 -0.587 -2.884
H 4.455 0.712 -3.450
H 4.384 -2.049 -4.585
H 3.249 -0.787 -4.911
H 1.515 -3.582 -2.799
H 2.446 -3.708 -4.352
H 0.952 -2.663 -4.195
```

C13H29N3O26S5 | ωB97M-V/def2-TZVPD

Summary:
- Strongest force on any atom: 1.9 eV/Å
- Frontier orbital gap: 10.32 eV

Structure (XYZ):
```
76
C13H29N3O26S5 (ωB97M-V/def2-TZVPD)
C -3.490 4.900 0.071
N -2.700 4.976 -1.210
O -3.216 5.456 -2.182
O -1.630 4.379 -1.216
H -3.699 3.854 0.237
H -4.390 5.466 -0.145
H -2.892 5.410 0.814
C -0.016 -3.922 0.173
N -1.471 -4.201 0.415
O -2.304 -3.765 -0.362
O -1.718 -4.967 1.322
H 0.048 -3.252 -0.680
H 0.519 -4.843 -0.007
H 0.250 -3.356 1.063
C -3.682 -0.400 2.100
N -4.988 -0.880 2.724
O -5.934 -0.119 2.688
O -5.000 -2.007 3.185
H -3.219 -1.330 1.776
H -3.092 -0.056 2.943
H -3.968 0.281 1.313
C -1.514 -3.750 -3.643
C -1.888 -2.293 -3.378
O -0.607 -1.656 -3.115
S 0.569 -2.381 -3.882
O 1.711 -2.251 -3.071
O 0.642 -2.032 -5.240
O -0.103 -3.822 -3.749
H -1.987 -4.055 -4.581
H -1.852 -4.436 -2.873
H -2.409 -2.163 -2.431
H -2.336 -1.673 -4.150
C -1.462 3.731 3.498
C -2.085 4.698 4.490
O -3.357 4.115 4.765
S -3.951 3.421 3.457
O -4.784 4.328 2.790
O -4.377 2.125 3.798
O -2.553 3.292 2.688
H -1.066 2.875 4.054
H -0.657 4.161 2.911
H -2.186 5.700 4.067
H -1.563 4.745 5.440
C 3.494 2.218 -5.326
C 3.276 0.735 -4.967
O 4.408 0.371 -4.173
S 5.673 1.172 -4.658
O 6.205 0.586 -5.832
O 6.493 1.437 -3.544
O 4.877 2.504 -5.054
H 2.863 2.861 -4.719
H 3.359 2.391 -6.391
H 3.234 0.120 -5.869
H 2.368 0.537 -4.408
C 3.765 -2.255 4.031
C 3.302 -3.314 2.996
O 4.499 -4.062 2.702
S 5.245 -4.260 4.087
O 6.621 -4.444 3.905
O 4.508 -5.184 4.874
O 4.984 -2.769 4.595
H 3.013 -2.184 4.817
H 3.980 -1.273 3.623
H 2.954 -2.878 2.067
H 2.589 -3.985 3.473
C -0.223 1.579 0.176
C -0.794 0.371 -0.560
O 0.216 -0.628 -0.565
S 1.647 0.077 -0.389
O 2.040 0.673 -1.613
O 2.518 -0.792 0.303
O 1.083 1.182 0.602
H -0.757 1.903 1.068
H -0.195 2.463 -0.464
H -1.156 0.620 -1.561
H -1.679 -0.072 -0.093
```

C13H37N3NiO4 | ωB97M-V/def2-TZVPD

Summary:
- 2S+1: 4
- Strongest force on any atom: 3.6 eV/Å
- <S²>: 3.76
- Frontier orbital gap (spin up / spin down): 10.33 / 4.40 eV
- Net charge: +3

Structure (XYZ):
```
58
C13H37N3NiO4 (ωB97M-V/def2-TZVPD)
Ni -0.143 0.689 0.064
C 0.812 1.828 2.742
O 1.105 1.564 1.433
H 0.060 2.601 2.905
H 0.476 0.958 3.307
H 1.711 2.131 3.278
H 1.976 1.941 1.287
C -1.562 -1.405 -3.150
C -0.659 -1.044 -2.009
C 0.701 -0.416 -2.424
O 1.248 0.209 -1.277
C 2.713 0.370 -1.386
N -1.429 -0.199 -1.143
H -0.958 -2.018 -3.819
H -1.909 -0.665 -3.871
H -2.405 -2.046 -2.894
H -0.467 -1.891 -1.351
H 0.457 0.371 -3.137
H 1.333 -1.134 -2.947
H 3.170 0.863 -0.527
H 3.029 1.031 -2.192
H 3.288 -0.555 -1.439
H -2.083 -0.853 -0.737
H -2.109 0.268 -1.727
C -1.213 4.729 -0.642
C -0.969 3.326 -0.001
C -2.157 2.726 0.751
O -1.780 1.447 1.106
C -2.633 0.858 2.078
N -0.370 2.479 -1.034
H -0.377 5.235 -1.124
H -1.595 5.503 0.024
H -2.006 4.635 -1.384
H -0.238 3.580 0.766
H -2.996 2.676 0.057
H -2.422 3.384 1.578
H -2.577 -0.223 1.953
H -3.662 1.140 1.855
H -2.419 1.165 3.102
H -1.067 2.345 -1.752
H 0.359 3.018 -1.479
C 2.296 -1.696 2.362
C 1.409 -1.993 1.151
C 0.989 -3.515 1.024
O 0.495 -3.624 -0.263
C 0.760 -4.878 -0.875
N 0.209 -1.183 1.087
H 3.257 -2.201 2.254
H 1.871 -2.123 3.270
H 2.602 -0.692 2.653
H 2.034 -1.758 0.290
H 0.113 -3.831 1.591
H 1.825 -4.173 1.261
H 1.770 -4.859 -1.284
H 0.037 -5.041 -1.674
H 0.667 -5.741 -0.215
H -0.317 -1.877 0.575
H -0.249 -1.438 1.951
```

C3H6N2O | ωB97M-V/def2-TZVPD

Summary:
- Strongest force on any atom: 6.8 eV/Å
- Frontier orbital gap (spin up / spin down): 8.95 / 6.59 eV

Structure (XYZ):
```
12
C3H6N2O (ωB97M-V/def2-TZVPD)
C 2.906 -0.764 -1.715
C 0.268 -0.529 0.243
C -1.675 0.750 0.687
N 2.380 0.237 -1.268
N -0.328 0.568 0.151
O 0.462 -1.703 0.466
H 3.539 -0.906 -2.660
H 2.617 -1.788 -1.467
H -2.020 -0.252 1.020
H -1.670 1.405 1.573
H -2.508 1.111 0.079
H 0.183 1.268 -0.313
```

Look up the strongest force on any atom of the second one.
1.9 eV/Å

Repeat the first record exactly.
C28H36BrN8OTl | ωB97M-V/def2-TZVPD

Summary:
- Strongest force on any atom: 3.5 eV/Å
- Frontier orbital gap (spin up / spin down): 4.06 / 4.03 eV
- Net charge: +2

Structure (XYZ):
```
75
C28H36BrN8OTl (ωB97M-V/def2-TZVPD)
Tl 0.069 1.231 0.591
O -0.949 -4.617 6.435
C -0.400 -4.370 5.232
C -0.844 -4.956 4.014
C -0.126 -4.660 2.884
N 0.915 -3.818 2.814
C 1.363 -3.315 3.944
Br 2.882 -2.137 4.011
C 0.692 -3.465 5.160
H -1.667 -5.244 6.366
H -1.688 -5.684 3.983
H -0.275 -5.163 1.928
H 0.950 -2.857 6.058
C 1.264 4.106 4.102
C 1.848 5.038 3.329
C 1.357 5.203 2.027
C 0.334 4.350 1.531
N -0.262 3.494 2.364
C 0.171 3.381 3.590
C 0.087 4.280 0.069
C 0.215 5.455 -0.760
C -0.098 5.343 -2.130
C -0.520 4.111 -2.672
C -0.651 2.956 -1.850
C -0.247 3.086 -0.568
H 1.654 3.791 5.135
H 2.636 5.681 3.626
H 1.843 5.926 1.319
H -0.343 2.704 4.239
H 0.629 6.357 -0.354
H -0.070 6.231 -2.758
H -0.862 4.003 -3.664
H -1.087 2.029 -2.252
C -3.203 -0.325 1.800
N -3.580 -0.453 0.401
C -4.955 -0.386 0.053
C -4.940 -0.372 -1.441
N -3.584 -0.523 -1.801
C -3.073 -0.276 -3.124
C -2.783 -0.622 -0.703
N -1.484 -0.611 -0.707
C -0.752 -1.467 -1.665
C 0.513 -2.027 -0.906
N 1.686 -1.237 -1.082
C 2.587 -1.213 -1.963
N 3.675 -0.398 -1.839
C 4.026 0.279 -0.588
C 4.448 -0.311 -3.113
C 3.724 -1.283 -4.076
N 2.681 -1.881 -3.177
C 1.859 -3.039 -3.678
H -4.116 -0.364 2.470
H -2.608 0.590 1.919
H -2.518 -1.083 2.122
H -5.426 0.553 0.471
H -5.546 -1.200 0.513
H -5.301 0.638 -1.787
H -5.607 -1.169 -1.823
H -3.523 0.614 -3.616
H -3.393 -1.090 -3.816
H -2.004 -0.170 -3.115
H -0.290 -0.915 -2.468
H -1.349 -2.277 -2.065
H 0.662 -3.132 -1.140
H 0.401 -2.091 0.165
H 3.612 1.339 -0.515
H 5.169 0.405 -0.538
H 3.693 -0.310 0.269
H 5.480 -0.587 -2.884
H 4.455 0.712 -3.450
H 4.384 -2.049 -4.585
H 3.249 -0.787 -4.911
H 1.515 -3.582 -2.799
H 2.446 -3.708 -4.352
H 0.952 -2.663 -4.195
```

The highest strongest force on any atom belongs to which entry?
C3H6N2O